# 1
Formula: C34H50MnN3O3PS3
Source: OMol25
Level of theory: wB97M-V/def2-TZVPD

Output
**Spin multiplicity**: 6
**Net charge**: -2
**Gap between HOMO and LUMO (spin up / spin down)**: 0.1865 / 0.1914 Ha

Positions of all 95 atoms, in Å:
Mn (0.0319, 0.5722, -0.1267)
C (-3.9315, -0.1051, -0.3070)
C (-2.7058, 1.9806, -1.1441)
C (-1.8604, 1.6609, -2.3941)
C (-2.4165, 3.3019, -0.4536)
C (-3.3890, 4.2780, -0.5769)
C (-3.3069, 5.5047, 0.0751)
C (-2.2756, 5.6512, 0.9921)
C (-1.2930, 4.6913, 1.1825)
C (-0.4816, 4.7810, 2.4719)
C (0.3684, 6.0481, 2.5749)
C (-1.4057, 4.6666, 3.6895)
C (-1.2135, 3.5515, 0.2986)
N (-0.1486, 2.7380, 0.1765)
C (1.1004, 3.1634, 0.6550)
C (2.0155, 2.2699, 1.0712)
N (1.7525, 0.9072, 1.0947)
C (2.7354, 0.0272, 1.4934)
C (2.3664, -1.0788, 2.3139)
C (3.3300, -1.9323, 2.8244)
C (4.6798, -1.7600, 2.5545)
C (5.0407, -0.7394, 1.6912)
C (4.1112, 0.1251, 1.1243)
C (4.6115, 1.0476, 0.0186)
C (5.2833, 0.2503, -1.1033)
C (5.5776, 2.1190, 0.5336)
C (0.9178, -1.3302, 2.6887)
C (0.4227, -2.6805, 2.1723)
C (0.6911, -1.2070, 4.1967)
H (-4.0380, -0.4132, -1.3518)
H (-4.8264, 0.4694, -0.0406)
H (-3.8241, -0.9745, 0.3350)
H (-3.7352, 2.0429, -1.5098)
H (-0.7911, 1.6312, -2.1959)
H (-2.0215, 2.4708, -3.1085)
H (-2.1644, 0.7160, -2.8491)
H (-4.2497, 4.0630, -1.2048)
H (-4.0633, 6.2675, -0.0577)
H (-2.2727, 6.5246, 1.6399)
H (0.1896, 3.9262, 2.5122)
H (-0.2604, 6.9434, 2.5881)
H (1.0500, 6.1352, 1.7277)
H (0.9629, 6.0464, 3.4934)
H (-2.1262, 5.4882, 3.7267)
H (-0.8247, 4.6828, 4.6174)
H (-1.9689, 3.7325, 3.6547)
H (1.3320, 4.2235, 0.6786)
H (2.9599, 2.6338, 1.4560)
H (3.0167, -2.7504, 3.4666)
H (5.4234, -2.4286, 2.9716)
H (6.0836, -0.6362, 1.4068)
H (3.7492, 1.5417, -0.4243)
H (6.2082, -0.2230, -0.7602)
H (5.5389, 0.9133, -1.9349)
H (4.6235, -0.5276, -1.4888)
H (6.4767, 1.6516, 0.9471)
H (5.1344, 2.7299, 1.3210)
H (5.8895, 2.7824, -0.2781)
H (0.3210, -0.5398, 2.2312)
H (0.9959, -3.4970, 2.6229)
H (0.5252, -2.7603, 1.0894)
H (-0.6323, -2.8295, 2.4140)
H (1.2284, -1.9910, 4.7387)
H (-0.3718, -1.3001, 4.4352)
H (1.0438, -0.2414, 4.5634)
O (-1.9390, 0.6494, 0.7303)
C (-2.7635, 0.8130, -0.1677)
C (0.3259, -4.3501, -3.4764)
C (-0.9185, -3.9117, -4.2271)
C (-0.7447, -2.5728, -4.9192)
O (-2.0749, -3.9808, -3.3555)
P (-2.6789, -2.7961, -2.4368)
S (-3.8105, -1.5695, -3.4782)
S (-1.2326, -2.0235, -1.3321)
O (-3.7053, -3.6878, -1.5575)
C (-3.4952, -4.9396, -0.8853)
C (-3.6320, -6.1051, -1.8554)
C (-2.2136, -5.0219, -0.0757)
H (1.1613, -4.4376, -4.1745)
H (0.1607, -5.3191, -2.9982)
H (0.5930, -3.6193, -2.7156)
H (-1.1522, -4.6639, -4.9876)
H (-0.4395, -1.7980, -4.2174)
H (-1.6698, -2.2622, -5.4023)
H (0.0446, -2.6700, -5.6677)
H (-4.3410, -4.9795, -0.1913)
H (-2.7590, -6.1787, -2.5008)
H (-4.5112, -5.9692, -2.4859)
H (-3.7397, -7.0362, -1.2916)
H (-1.3327, -4.9784, -0.7149)
H (-2.2092, -5.9706, 0.4702)
H (-2.1377, -4.2008, 0.6344)
S (2.9387, -1.0957, -3.6205)
C (1.9087, -0.4130, -2.5421)
N (1.1775, 0.0823, -1.7788)

---

# 2
Formula: C34H50N8O2
Source: OMol25
Level of theory: wB97M-V/def2-TZVPD

Output
**SMILES**: C[C@H](O)CCOCCN.c1cc[nH]c1.c1cc[nH]c1.c1cc[nH]c1.c1cc[nH]c1.c1cc[nH]c1.c1cc[nH]c1.c1cc[nH]c1
**Gap between HOMO and LUMO**: 0.3079 Ha

Positions of all 94 atoms, in Å:
C (-1.6339, 1.1207, 0.3887)
C (-1.2302, 0.0993, -0.7198)
O (-2.4695, -0.3070, -1.3233)
C (-0.5064, -1.1477, -0.1508)
C (0.9152, -0.7710, 0.3964)
O (1.3582, -1.5635, 1.4782)
C (0.9464, -1.0359, 2.7226)
C (-0.4531, -1.5528, 3.1930)
N (-0.4389, -1.9092, 4.6314)
H (-0.9618, 1.0792, 1.2610)
H (-2.6506, 0.8827, 0.7496)
H (-1.6972, 2.1408, -0.0273)
H (-0.6257, 0.6441, -1.4696)
H (-2.3724, -1.2363, -1.5278)
H (-0.3481, -1.8497, -0.9953)
H (-1.0976, -1.6938, 0.5998)
H (0.9470, 0.3176, 0.5921)
H (1.6227, -0.9566, -0.4339)
H (1.6607, -1.4023, 3.4843)
H (1.0149, 0.0711, 2.7713)
H (-1.2432, -0.8013, 2.9990)
H (-0.6581, -2.4747, 2.6237)
H (-0.9404, -2.7846, 4.7137)
H (-0.9683, -1.2390, 5.1758)
C (1.2189, 3.7943, -1.7815)
C (1.8905, 3.9540, -3.0186)
C (3.1274, 3.3725, -2.8924)
N (3.2272, 2.8689, -1.6254)
C (2.0652, 3.1170, -0.9432)
H (0.2259, 4.1330, -1.5347)
H (1.5091, 4.4385, -3.9026)
H (3.9393, 3.2727, -3.5932)
H (4.0266, 2.3899, -1.2541)
H (1.9414, 2.7901, 0.0766)
C (-3.9843, 2.6975, 5.9915)
C (-3.3091, 2.8014, 4.7479)
C (-2.0775, 2.2177, 4.8998)
N (-1.9833, 1.7679, 6.1897)
C (-3.1432, 2.0521, 6.8602)
H (-4.9746, 3.0541, 6.2226)
H (-3.6834, 3.2533, 3.8440)
H (-1.2635, 2.0854, 4.2060)
H (-1.1866, 1.3025, 6.5829)
H (-3.2672, 1.7735, 7.8934)
C (1.6751, 0.6281, -4.6984)
C (1.7690, -0.7875, -4.6749)
C (1.6191, -1.2281, -5.9655)
N (1.4352, -0.1306, -6.7661)
C (1.4755, 1.0039, -6.0023)
H (1.7460, 1.2963, -3.8558)
H (1.9270, -1.4122, -3.8105)
H (1.6234, -2.2221, -6.3842)
H (1.2925, -0.1555, -7.7594)
H (1.3545, 1.9763, -6.4498)
C (-3.4719, 0.4346, -5.0359)
C (-3.7181, -0.9538, -5.1819)
C (-2.5381, -1.5392, -5.5668)
N (-1.5926, -0.5561, -5.6616)
C (-2.1513, 0.6487, -5.3366)
H (-4.1813, 1.1904, -4.7413)
H (-4.6526, -1.4665, -5.0211)
H (-2.2917, -2.5664, -5.7797)
H (-0.6331, -0.6969, -5.9278)
H (-1.5626, 1.5505, -5.3459)
C (-5.2469, -1.5344, 7.7042)
C (-5.5000, -2.9271, 7.6010)
C (-4.3200, -3.5335, 7.2534)
N (-3.3670, -2.5578, 7.1411)
C (-3.9206, -1.3387, 7.4187)
H (-5.9558, -0.7640, 7.9598)
H (-6.4406, -3.4277, 7.7623)
H (-4.0782, -4.5680, 7.0758)
H (-2.4080, -2.7112, 6.8937)
H (-3.3266, -0.4438, 7.3861)
C (3.8662, -6.3277, -6.6421)
C (4.7076, -5.9557, -7.7216)
C (4.7251, -4.5856, -7.7732)
N (3.9230, -4.1173, -6.7684)
C (3.3991, -5.1719, -6.0709)
H (3.6308, -7.3286, -6.3197)
H (5.2403, -6.6172, -8.3849)
H (5.2359, -3.9069, -8.4355)
H (3.7469, -3.1488, -6.5724)
H (2.7416, -5.0096, -5.2330)
C (3.2577, 4.7358, 4.7081)
C (3.3389, 3.3197, 4.7107)
C (3.1954, 2.9000, 3.4130)
N (3.0266, 4.0096, 2.6291)
C (3.0680, 5.1325, 3.4091)
H (3.3311, 5.3900, 5.5612)
H (3.4866, 2.6809, 5.5661)
H (3.1983, 1.9119, 2.9820)
H (2.8933, 4.0030, 1.6345)
H (2.9580, 6.1119, 2.9750)

---

# 3
Formula: C34H51HgN6OP
Source: OMol25
Level of theory: wB97M-V/def2-TZVPD

Output
**Net charge**: -2
**Gap between HOMO and LUMO (spin up / spin down)**: 0.0958 / 0.1138 Ha

Positions of all 94 atoms, in Å:
Hg (-0.8326, 0.1218, 0.8682)
N (-4.8455, -1.1681, 1.8781)
N (-1.5837, 3.1623, 1.8417)
C (2.1584, 0.0026, -1.9186)
C (0.9530, 0.0139, -2.6752)
C (0.2651, -1.2012, -2.4238)
C (-1.0767, -1.5698, -2.9264)
H (-1.5685, -0.7134, -3.4055)
H (-1.7014, -1.9016, -2.0878)
H (-1.0262, -2.3910, -3.6615)
C (1.0576, -1.9823, -1.5358)
C (0.6701, -3.3086, -0.9991)
H (0.5028, -4.0163, -1.8304)
H (-0.2785, -3.2162, -0.4387)
H (1.4629, -3.6993, -0.3437)
C (2.2290, -1.2411, -1.2253)
C (3.3219, -1.7047, -0.3419)
H (2.9431, -1.9808, 0.6530)
H (4.0852, -0.9299, -0.2182)
H (3.8102, -2.5966, -0.7649)
C (0.4619, 1.1038, -3.5454)
H (0.3524, 0.7653, -4.5886)
H (1.1543, 1.9538, -3.5385)
H (-0.5268, 1.4577, -3.2118)
C (3.1424, 1.1071, -1.8764)
H (3.8560, 0.9625, -1.0562)
H (2.6344, 2.0692, -1.7121)
H (3.7080, 1.1861, -2.8205)
C (-5.2209, -1.7262, 3.0327)
H (-5.9372, -2.5590, 3.0006)
C (-4.5596, -1.4521, 4.2571)
H (-4.8398, -1.9813, 5.1812)
C (-3.5047, -0.4920, 4.2116)
H (-3.0303, -0.1207, 5.1434)
C (-3.0111, -0.1366, 2.9438)
H (-2.2575, 0.6865, 2.8448)
C (-3.5083, -0.9413, 1.8204)
C (-2.7937, -1.4493, 0.6221)
H (-2.5824, -0.2951, 0.1422)
C (-0.4823, 2.7179, 1.2139)
C (-2.1521, 4.0918, 0.9393)
H (-3.2636, 4.0261, 0.8579)
C (-1.0713, 4.7928, 0.5636)
H (-1.0111, 5.8400, 0.2210)
N (0.1159, 3.9359, 0.8205)
C (1.4512, 4.0789, 0.4261)
C (1.7335, 4.5250, -0.8825)
C (3.0911, 4.6960, -1.2658)
H (3.3299, 5.0952, -2.2527)
C (4.1210, 4.3743, -0.3750)
C (5.5462, 4.7037, -0.6924)
H (6.2046, 3.8800, -0.4271)
H (5.8909, 5.5763, -0.1380)
H (5.6664, 4.9216, -1.7469)
C (3.8099, 3.7360, 0.8340)
H (4.6122, 3.4048, 1.4951)
C (2.4672, 3.5292, 1.2354)
C (2.1327, 2.7306, 2.4619)
H (1.1435, 3.0040, 2.8573)
H (2.8873, 2.9234, 3.2493)
H (2.1125, 1.6346, 2.2789)
C (0.6144, 4.6088, -1.8744)
H (-0.1877, 5.3003, -1.5682)
H (0.1408, 3.6190, -2.0397)
H (0.9933, 4.9576, -2.8482)
C (-4.3979, -5.3283, 1.7058)
N (-3.5896, -4.1591, 1.3179)
C (-2.6142, -3.7635, 2.3468)
P (-3.4930, -3.7564, -0.2609)
O (-2.3679, -2.6058, -0.3250)
N (-3.1934, -5.0894, -1.1657)
C (-3.2462, -4.9813, -2.6375)
C (-2.3200, -6.1788, -0.7096)
N (-4.8534, -3.2083, -1.0030)
C (-5.9574, -4.1629, -1.2506)
C (-5.2634, -1.8028, -1.0296)
H (-4.6816, -5.2135, 2.7597)
H (-3.8321, -6.2675, 1.5989)
H (-5.3145, -5.3811, 1.1084)
H (-1.9126, -4.5897, 2.5592)
H (-2.0594, -2.8776, 2.0090)
H (-3.1525, -3.5099, 3.2728)
H (-2.2473, -4.7260, -3.0350)
H (-3.5563, -5.9600, -3.0349)
H (-3.9757, -4.2209, -2.9370)
H (-1.6190, -5.8524, 0.0723)
H (-2.9196, -7.0167, -0.3277)
H (-1.7380, -6.5481, -1.5655)
H (-6.7466, -4.0496, -0.4885)
H (-6.3933, -3.9663, -2.2435)
H (-5.5605, -5.1851, -1.2306)
H (-4.9125, -1.2752, -0.1351)
H (-4.8933, -1.2949, -1.9330)
H (-6.3602, -1.7412, -1.0215)

---

# 4
Formula: C34H52BrFNO24P
Source: OMol25
Level of theory: wB97M-V/def2-TZVPD

Output
**SMILES**: C[C@@H](F)[C@]1([PH2]=N)C[C@](O)(Br)C(=O)O1.C[C@@H]1COC(=O)O1.C[C@@H]1COC(=O)O1.C[C@@H]1COC(=O)O1.C[C@@H]1COC(=O)O1.C[C@@H]1COC(=O)O1.C[C@@H]1COC(=O)O1.C[C@@H]1COC(=O)O1
**Gap between HOMO and LUMO**: 0.3377 Ha

Positions of all 114 atoms, in Å:
C (-0.9387, -4.6936, 2.5788)
C (-0.2215, -4.2664, 1.3042)
F (-0.4164, -2.8910, 1.1184)
C (1.3207, -4.5927, 1.2078)
P (1.5237, -5.9007, -0.0659)
N (0.6119, -7.1584, 0.0765)
C (2.0519, -5.0088, 2.5054)
C (2.7483, -3.7350, 2.9660)
O (4.1274, -3.9466, 2.9203)
Br (2.1911, -3.1566, 4.7445)
C (2.3914, -2.7040, 1.8932)
O (2.4637, -1.5128, 1.9442)
O (2.0287, -3.4000, 0.8019)
H (-0.2718, -4.9488, 3.3966)
H (-1.5406, -3.8438, 2.9128)
H (-1.6418, -5.5032, 2.3743)
H (-0.7264, -4.7565, 0.4638)
H (2.8961, -6.1944, -0.0081)
H (1.3960, -5.1978, -1.2790)
H (-0.0359, -7.1314, 0.8540)
H (2.8725, -5.6824, 2.2368)
H (1.4639, -5.5553, 3.2355)
H (4.5844, -3.1008, 2.8079)
C (0.5426, -0.8055, -0.9592)
C (0.2681, -0.4034, -2.3798)
C (1.4624, 0.0198, -3.2019)
O (0.8572, 0.9058, -4.1673)
C (-0.2423, 1.4395, -3.5957)
O (-0.8600, 2.3581, -4.0346)
O (-0.5344, 0.8041, -2.4398)
H (-0.3905, -0.9161, -0.4112)
H (1.0777, -1.7500, -0.9270)
H (1.1483, -0.0542, -0.4500)
H (-0.2946, -1.1833, -2.9018)
H (1.9716, -0.7964, -3.7055)
H (2.1786, 0.5913, -2.6103)
C (-0.8281, 3.4972, -0.5577)
C (-0.0836, 4.6506, 0.0540)
C (1.3320, 4.3619, 0.4935)
O (1.5313, 5.3332, 1.5300)
C (0.3170, 5.6103, 2.0694)
O (0.1465, 6.2384, 3.0602)
O (-0.6652, 5.0654, 1.3123)
H (-1.8806, 3.7430, -0.6920)
H (-0.4092, 3.2601, -1.5326)
H (-0.7715, 2.6115, 0.0758)
H (-0.1013, 5.5196, -0.6120)
H (2.0724, 4.4955, -0.2890)
H (1.4218, 3.3633, 0.9300)
C (-6.8246, -7.0533, 2.2625)
C (-6.1253, -5.8959, 1.6043)
C (-6.3855, -5.7064, 0.1271)
O (-5.1858, -5.0371, -0.3013)
C (-4.1928, -5.4161, 0.5281)
O (-3.0377, -5.1940, 0.3460)
O (-4.6888, -6.0809, 1.5925)
H (-6.4410, -7.2068, 3.2701)
H (-7.8935, -6.8525, 2.3251)
H (-6.6697, -7.9738, 1.6991)
H (-6.3237, -4.9665, 2.1453)
H (-7.2581, -5.1010, -0.1018)
H (-6.4508, -6.6589, -0.4026)
C (4.9874, 2.3629, -0.8665)
C (4.7247, 1.0930, -0.1038)
C (5.9473, 0.3797, 0.4200)
O (5.4872, -0.9844, 0.4777)
C (4.5242, -1.1326, -0.4572)
O (4.0447, -2.1716, -0.7760)
O (4.1619, 0.0726, -0.9576)
H (4.0791, 2.7105, -1.3548)
H (5.3372, 3.1374, -0.1841)
H (5.7420, 2.2062, -1.6377)
H (4.0070, 1.2622, 0.7051)
H (6.2719, 0.7190, 1.3962)
H (6.7813, 0.4276, -0.2833)
C (7.0211, 5.9646, 4.2058)
C (6.9644, 4.9758, 3.0738)
C (6.2698, 3.6633, 3.3644)
O (6.9156, 2.7782, 2.4322)
C (8.1656, 3.2649, 2.2010)
O (9.0115, 2.6726, 1.6186)
O (8.2839, 4.5033, 2.7208)
H (7.6825, 6.7919, 3.9542)
H (6.0261, 6.3635, 4.4009)
H (7.3998, 5.4951, 5.1142)
H (6.5383, 5.4384, 2.1786)
H (5.1971, 3.6778, 3.1902)
H (6.4770, 3.3067, 4.3754)
C (-3.0390, 7.5816, 0.5048)
C (-3.3596, 8.0159, -0.8992)
C (-2.1839, 8.4306, -1.7564)
O (-2.7952, 9.3357, -2.6837)
C (-3.8732, 9.8866, -2.0699)
O (-4.4918, 10.8068, -2.4884)
O (-4.1337, 9.2330, -0.9126)
H (-3.9522, 7.4726, 1.0878)
H (-2.5200, 6.6237, 0.4967)
H (-2.4091, 8.3153, 1.0095)
H (-3.9496, 7.2525, -1.4155)
H (-1.7094, 7.6120, -2.2916)
H (-1.4376, 8.9810, -1.1777)
C (-4.6578, -4.6436, -5.0957)
C (-6.0456, -4.1065, -4.8732)
C (-6.1677, -2.9511, -3.9038)
O (-7.5142, -3.1067, -3.4278)
C (-7.8293, -4.4197, -3.5149)
O (-8.7851, -4.9210, -3.0184)
O (-6.8875, -5.0832, -4.2230)
H (-4.6953, -5.5716, -5.6641)
H (-4.0643, -3.9196, -5.6534)
H (-4.1643, -4.8504, -4.1452)
H (-6.5212, -3.8537, -5.8252)
H (-6.0400, -1.9713, -4.3547)
H (-5.4889, -3.0628, -3.0548)